ORCA calculation (ωB97M-V/def2-TZVPD) on a cluster of 2 separate species, C2H5NSi in total in a non-equilibrium geometry.

The geometry in XYZ format:
```
9
Properties=species:S:1:pos:R:3:forces:R:3
C 2.239 -0.241 -0.033 -2.2 -0.8 0.1
C -0.440 -1.036 0.006 2.2 3.6 -2.2
N 3.253 0.265 0.184 0.3 0.1 0.0
Si -0.891 0.790 0.055 -0.4 0.6 -0.4
H -0.590 -1.742 0.711 -0.1 -2.1 2.5
H -0.213 -1.374 -0.963 0.2 -0.9 -1.1
H -2.367 0.495 0.400 0.8 0.6 0.4
H -1.140 1.389 -1.450 0.9 -0.7 2.0
H 0.149 1.454 1.090 -1.7 -0.5 -1.3
```
Forces are in eV/Å.

## Properties
HOMO-LUMO gap (alpha / beta) in eV: 8.5 / 7.0
Relative energy (zero: lowest compared OMol25 entry of this formula, charge and spin) in kcal/mol: 123.3
2S+1: 1

These are the Mulliken partial charges, in e, on atoms 1 to 8: -0.12, -0.54, -0.35, 0.30, 0.40, 0.35, -0.06, -0.01